Density functional theory data (ωB97M-V with the def2-TZVPD basis set) for C3H6OSSi in the gas phase in a non-equilibrium geometry.

The geometry in XYZ format:
```
12
Properties=species:S:1:pos:R:3:lowdin_charge:R:1
C -2.0228 1.5775 -1.0418 0.075
C -0.8340 0.9429 -1.1794 -0.172
C 0.1791 0.5724 -0.1182 -0.811
O 0.4298 1.2115 0.8802 0.005
S 0.9040 -0.9770 -0.5961 0.628
Si 1.5943 -1.7404 1.2855 0.384
H -2.5296 1.9542 -1.7865 0.000
H -2.3154 1.8549 -0.0253 0.081
H -0.4481 0.6203 -2.1420 0.075
H 2.9137 -1.2780 1.7097 -0.099
H 0.4656 -1.5297 2.1919 -0.085
H 1.6634 -3.2085 0.8220 -0.081
```

Results
multiplicity = 1
highest occupied orbital energy = -9.81 eV
net charge = 0
Kohn-Sham gap = 10.0 eV
energy above the lowest of the compared OMol25 structures with the same formula, charge and spin = 0.0 kJ/mol
structure (SMILES) = C=CC(=O)S[SiH3]
molecular weight = 118.2 Da
E_tot = -23967.436 eV



Density functional theory data (ωB97M-V with the def2-TZVPD basis set) for 2 unconnected molecules or ions with the total composition C3H6OSi in a non-equilibrium geometry.

The geometry in XYZ format:
```
11
Properties=species:S:1:pos:R:3:lowdin_charge:R:1
C -2.4966 -1.2035 1.1461 -0.017
C 0.5245 -1.4001 -0.2766 -0.081
C 1.0369 -0.2222 -0.5497 -0.388
O -2.7661 -0.8587 2.1560 0.078
Si 0.4255 1.4623 -0.2909 0.586
H 0.9632 -2.3453 -0.5158 0.049
H -0.4194 -1.4781 0.3327 -0.013
H 1.8783 -0.2686 -1.2903 0.066
H -0.9180 1.6782 0.1474 -0.104
H 0.4264 2.3234 -1.4375 -0.105
H 1.3453 2.3126 0.5787 -0.071
```

Results
multiplicity = 1
highest occupied orbital energy = -10.34 eV
net charge = 0
Kohn-Sham gap = 11.5 eV
energy above the lowest of the compared OMol25 structures with the same formula, charge and spin = 125.3 kJ/mol
molecular weight = 86.2 Da
E_tot = -13131.199 eV



Density functional theory data (ωB97M-V with the def2-TZVPD basis set) for C3H6OSi in the gas phase in a non-equilibrium geometry.

The geometry in XYZ format:
```
11
Properties=species:S:1:pos:R:3:lowdin_charge:R:1
C 0.1765 1.3145 1.3092 0.064
C 1.0295 0.4058 0.7887 -0.235
C 0.6180 -0.5121 -0.1492 -0.371
O 1.7206 -1.3197 -0.8589 -0.216
Si -1.0178 -0.8608 -1.1145 0.695
H 0.7800 2.1749 1.7782 0.102
H -0.9328 1.2169 1.2542 0.065
H 2.1074 0.4539 0.9026 0.115
H -1.1890 -0.9024 -2.5380 -0.102
H -1.3863 -2.3008 -0.7033 -0.051
H -1.9062 0.3297 -0.6690 -0.068
```

Results
multiplicity = 1
highest occupied orbital energy (alpha / beta) = -9.64 / -9.61 eV
net charge = 0
Kohn-Sham gap (alpha / beta) = 8.3 / 8.3 eV
energy above the lowest of the compared OMol25 structures with the same formula, charge and spin = 358.9 kJ/mol
structure (SMILES) = C=CC(=O)[SiH3]
molecular weight = 86.2 Da
E_tot = -13128.778 eV



Density functional theory data (ωB97M-V with the def2-TZVPD basis set) for C3H6S in the gas phase in a non-equilibrium geometry.

The geometry in XYZ format:
```
10
Properties=species:S:1:pos:R:3:lowdin_charge:R:1
C -1.5008 1.5431 -0.1204 -0.121
C -0.4263 0.7754 -0.0153 -0.578
S -0.5199 -0.9433 0.2800 0.815
C 1.1954 -1.5189 0.1089 -0.403
H -1.4063 2.5993 -0.2926 0.043
H -2.4984 1.1503 -0.0221 0.045
H 0.6120 1.3333 -0.1550 0.117
H 1.7118 -0.9186 -0.6311 0.030
H 1.1345 -2.5506 -0.2229 0.025
H 1.6978 -1.4699 1.0704 0.028
```

Results
multiplicity = 1
highest occupied orbital energy = -8.21 eV
net charge = 0
Kohn-Sham gap = 9.3 eV
energy above the lowest of the compared OMol25 structures with the same formula, charge and spin = 38.7 kJ/mol
structure (SMILES) = C=CSC
molecular weight = 74.1 Da
E_tot = -14042.465 eV



Density functional theory data (ωB97M-V with the def2-TZVPD basis set) for C3H6S2 in the gas phase in a non-equilibrium geometry.

The geometry in XYZ format:
```
11
Properties=species:S:1:pos:R:3:lowdin_charge:R:1
C -0.5687 1.1136 -0.1158 -0.119
C 0.1175 -0.2521 -0.3751 -0.908
S -1.0248 -1.5622 -0.2163 0.777
C 1.2780 -0.5973 0.4200 -0.760
S 2.7347 -0.7675 -0.2459 0.702
H -0.4212 1.4644 0.9331 0.091
H -1.6102 0.9842 -0.3341 0.042
H -0.0919 1.8084 -0.8876 0.103
H 0.2421 -0.2570 -1.5059 0.104
H -1.7667 -1.1196 0.8557 -0.092
H 1.1111 -0.8150 1.4720 0.060
```

Results
multiplicity = 1
highest occupied orbital energy = -8.81 eV
net charge = 0
Kohn-Sham gap = 8.6 eV
energy above the lowest of the compared OMol25 structures with the same formula, charge and spin = 116.5 kJ/mol
structure (SMILES) = C[C@H](S)C=S
molecular weight = 106.2 Da
E_tot = -24877.501 eV



Density functional theory data (ωB97M-V with the def2-TZVPD basis set) for C3H6S2 in the gas phase in a non-equilibrium geometry.

The geometry in XYZ format:
```
11
Properties=species:S:1:pos:R:3:lowdin_charge:R:1
C 1.8764 -0.9372 0.0537 -0.468
S 0.9880 0.6086 -0.1884 0.828
C -0.6927 0.0603 -0.2269 -1.219
C -1.6179 1.2170 0.0161 -0.246
S -1.3133 -1.4070 -0.1292 0.699
H 1.3296 -1.4293 0.8526 -0.006
H 1.9670 -1.6479 -0.9170 0.090
H 3.0281 -0.8962 0.2163 0.067
H -1.8694 1.1056 1.1486 0.115
H -1.2305 2.3055 -0.2454 0.107
H -2.4653 1.0205 -0.5804 0.032
```

Results
multiplicity = 1
highest occupied orbital energy = -8.68 eV
net charge = 0
Kohn-Sham gap = 8.7 eV
energy above the lowest of the compared OMol25 structures with the same formula, charge and spin = 108.9 kJ/mol
structure (SMILES) = CSC(C)=S
molecular weight = 106.2 Da
E_tot = -24877.580 eV



Q: Number 6 is which compound?
A: C3H6S2



Q: What is the formula in the first record?
A: C3H6OSSi



Q: Which value of E_tot does entry 6 give?
A: -24877.580 eV